No. 1
The following is a DFT calculation (wB97M-V/def2-TZVPD) of a 11-piece molecular cluster, C13H48N8O11 overall in a non-equilibrium geometry.

Summary:
- Kohn-Sham gap: 9.29 eV
- HOMO: -9.31 eV
- Energy relative to the best compared isomer or geometry (same formula, charge and spin): 6.007 eV
- DFT total energy: -1789.636028 hartree
- SMILES: NC(N)=O.NC(N)=O.NC(N)=O.NC(N)=O.CCO.CCO.CO.CO.CO.CO.CO

```
! RIJCOSX wB97M-V def2-TZVPD def2/J DEFGRID3
* xyz 0 1
N -0.0859 0.7317 -0.3000
C -0.3807 -0.3137 0.4762
N -1.6217 -0.3363 0.7854
O 0.5223 -1.1645 0.9934
H 0.9229 0.9250 -0.4244
H -0.7942 1.4540 -0.5974
H -1.9252 -1.0166 1.6180
H -2.3435 0.2719 0.4565
N 0.6474 -0.1261 -4.6540
C 0.0276 0.2663 -3.5505
N 0.1038 -0.6075 -2.6218
O -0.5604 1.5452 -3.3900
H 0.5545 0.5824 -5.3548
H 0.3588 -1.0553 -5.0469
H -0.0291 -0.2432 -1.6982
H 0.5212 -1.5910 -2.8809
N -3.4982 1.2403 -0.6756
C -2.9631 2.3800 -0.4601
N -1.8524 2.5362 -1.1382
O -3.2808 3.2453 0.5911
H -4.3077 0.9759 -0.1177
H -3.4772 0.9311 -1.6244
H -1.4559 3.4804 -0.9611
H -1.5260 1.9919 -1.9649
N -1.7817 -2.4538 -2.6454
C -2.8128 -2.7540 -1.9513
N -3.0390 -1.8882 -0.9938
O -3.6066 -3.7879 -2.3054
H -1.5030 -3.0382 -3.4576
H -1.1919 -1.5745 -2.5280
H -3.8833 -1.8901 -0.4530
H -2.3160 -1.2573 -0.6145
C 3.3162 1.0189 0.6166
C 3.7213 1.6408 -0.6786
O 2.4591 1.7227 -1.2865
H 2.8435 0.0054 0.4315
H 2.6428 1.6840 1.1774
H 4.1610 0.8502 1.2855
H 4.4639 1.0995 -1.1667
H 4.0767 2.6638 -0.5528
H 2.4994 2.3450 -2.0745
C 0.7637 4.7950 0.4367
C -0.6750 5.3443 0.2683
O -0.9430 5.2498 -1.0586
H 0.8036 3.8558 -0.2252
H 0.8673 4.5422 1.4956
H 1.4034 5.5646 0.1298
H -0.8331 6.3721 0.6356
H -1.3676 4.7012 0.7498
H -1.7947 5.6627 -1.1615
C -0.5916 2.3491 2.8241
O -1.7562 1.5131 2.9901
H -0.3868 2.5633 1.7999
H 0.3250 1.9090 3.2433
H -0.6776 3.2772 3.3172
H -1.9835 1.2456 2.1175
C 0.7765 -4.9925 -0.8669
O 0.8075 -3.6228 -0.7115
H 0.6623 -5.3630 0.1274
H 1.6741 -5.3892 -1.2791
H -0.1654 -5.4000 -1.3519
H 0.0998 -3.4229 -0.1004
C -2.2381 -3.5143 1.7197
O -2.1717 -2.4035 2.5728
H -1.9009 -3.2869 0.7236
H -3.1996 -3.9387 1.5860
H -1.5333 -4.2377 2.0509
H -1.6069 -2.6398 3.3298
C 3.8087 -3.0484 0.7990
O 3.1814 -2.3237 -0.2075
H 4.8025 -3.3262 0.4462
H 3.2843 -4.0175 1.0034
H 3.9042 -2.3291 1.5931
H 2.2756 -2.5363 -0.1868
C 2.1617 -0.5942 3.5630
O 0.7798 -0.7017 3.7582
H 2.6080 -1.5454 3.6764
H 2.4169 0.0335 4.3943
H 2.4610 -0.1466 2.6086
H 0.3516 -0.6879 2.9261
*
```

Here are the Mulliken charges for atoms 1 to 2, given in e:
1. N 1.941
2. C -0.015

No. 2
The following is a DFT calculation (wB97M-V/def2-TZVPD) of a 11-piece molecular cluster, C13H48O13 overall in a non-equilibrium geometry.

Summary:
- Kohn-Sham gap (spin up / spin down): 1.78 / 9.31 eV
- HOMO (spin up / spin down): 0.18 / -7.42 eV
- ⟨S²⟩: 0.750
- DFT total energy: -1502.092784 hartree

```
! RIJCOSX wB97M-V def2-TZVPD def2/J DEFGRID3
* xyz -1 2
O 17.5493 7.5538 14.9441
H 17.2721 8.1731 15.6193
H 18.2807 7.0794 15.3393
O 14.3626 4.9424 22.6608
H 14.1234 4.0444 22.8902
H 15.2894 4.8915 22.4266
O 14.2520 2.8346 20.1612
H 13.4825 2.9667 19.6074
H 13.9977 2.1344 20.7623
O 19.4174 6.4157 16.6544
H 20.2765 6.8378 16.6439
H 19.6097 5.4824 16.7455
O 16.1146 0.8534 21.7043
H 15.8893 1.1823 20.8341
H 17.0437 1.0597 21.8057
O 15.9621 9.8816 22.2926
H 15.2700 9.2620 22.0615
H 16.7756 9.4174 22.0948
C 19.2462 8.2069 23.4424
C 18.9654 7.7806 22.0158
O 18.8599 8.9763 21.2229
O 18.1904 8.9313 23.9586
H 20.1865 8.7536 23.5135
H 19.3866 7.3483 24.0990
H 18.0161 7.2478 21.9592
H 19.6809 7.0588 21.6219
H 19.0004 8.6454 20.3327
H 18.3281 9.8523 23.7253
C 16.3714 6.1487 18.5799
C 16.7228 4.6985 19.0650
O 16.2943 4.4653 20.3772
O 16.8368 7.2109 19.5368
H 15.3468 6.3022 18.2411
H 16.9343 6.2628 17.6535
H 17.8114 4.6435 19.0730
H 16.4040 3.8333 18.4836
H 15.4736 3.9673 20.3816
H 16.4284 7.1145 20.4002
C 11.6011 5.2143 19.4576
C 11.3014 4.2501 18.3173
C 11.9061 4.8873 16.9656
O 12.0016 3.0342 18.4726
H 10.7277 5.3146 20.1020
H 11.9805 6.2192 19.2725
H 12.4301 4.7466 19.9888
H 10.2429 4.0281 18.1820
H 11.6473 4.2989 16.0853
H 12.9891 4.9024 17.0882
H 11.5553 5.8664 16.6394
H 11.4787 2.4131 17.9603
C 17.6812 0.8462 17.7851
C 18.6836 -0.0648 18.5546
C 20.1522 0.2630 18.3131
O 18.4262 0.1756 19.9489
H 17.9029 1.2201 16.7855
H 17.5638 1.8429 18.2103
H 16.7526 0.2857 17.6771
H 18.6469 -1.1119 18.2541
H 20.8162 -0.1618 19.0659
H 20.4251 1.3160 18.3824
H 20.4375 -0.1335 17.3386
H 18.6065 1.0979 20.1453
C 13.5959 8.6722 17.5754
C 12.6397 9.7879 17.3761
C 13.0612 11.0891 18.0777
O 12.6369 10.0179 16.0160
H 13.6507 8.4095 18.6319
H 14.6412 8.8444 17.3187
H 13.2910 7.8138 16.9768
H 11.7065 9.5524 17.8879
H 12.1794 11.7160 18.2101
H 13.8017 11.6852 17.5444
H 13.4217 10.7426 19.0462
H 13.5616 10.0449 15.7596
*
```

Here are the Mulliken charges for atoms 1 to 2, given in e:
1. O -0.919
2. H 0.325

No. 3
The following is a DFT calculation (wB97M-V/def2-TZVPD) of a 2-piece molecular cluster, C13H4Cl4F3O2S overall in a non-equilibrium geometry.

Summary:
- Kohn-Sham gap: 4.25 eV
- HOMO: -3.57 eV
- Energy relative to the best compared isomer or geometry (same formula, charge and spin): 0.276 eV
- DFT total energy: -3186.893803 hartree

```
! RIJCOSX wB97M-V def2-TZVPD def2/J DEFGRID3
* xyz -1 1
Cl -2.0370 -3.6995 0.2561
C -0.5218 -3.0045 0.6332
C 0.5462 -3.0579 -0.2107
Cl 0.4674 -3.7668 -1.7617
C 1.8955 -2.5338 0.1671
O 2.8796 -2.6474 -0.5673
C 1.9621 -1.8662 1.5040
Cl 3.4918 -1.2190 1.8999
C 0.8946 -1.8118 2.3485
Cl 0.9874 -1.1463 3.9200
C -0.4146 -2.4648 2.0271
O -1.3150 -2.5838 2.8530
F -2.6702 0.9931 -3.6649
C -1.3335 1.2194 -3.5090
F -0.6769 0.0875 -3.9261
F -0.9801 2.2276 -4.3570
C -0.9919 1.5422 -2.0606
C 0.0790 2.3954 -1.7737
C 0.3886 2.6695 -0.4248
C -0.3332 2.0987 0.6160
C -1.3669 1.1544 0.3202
S -2.0064 0.2049 1.5210
C -1.7417 0.9504 -1.0501
H 0.6590 2.8399 -2.5794
H 1.2200 3.3351 -0.1976
H -0.0850 2.2764 1.6672
H -2.5503 0.2668 -1.2708
*
```

Here are the Mulliken charges for atoms 1 to 2, given in e:
1. Cl -0.157
2. C 0.584

No. 4
The following is a DFT calculation (wB97M-V/def2-TZVPD) of an isolated ion of composition C13H4Cl4FO6S2 and charge -1 in a non-equilibrium geometry.

Summary:
- Kohn-Sham gap: 5.91 eV
- HOMO: -3.88 eV
- Energy relative to the best compared isomer or geometry (same formula, charge and spin): 0.000 eV
- DFT total energy: -3686.242414 hartree
- SMILES: O=S1(=O)c2ccccc2S(=O)(=O)C1(F)Oc1c(Cl)c(Cl)c([O-])c(Cl)c1Cl

```
! RIJCOSX wB97M-V def2-TZVPD def2/J DEFGRID3
* xyz -1 1
O -1.0885 1.4576 -2.1965
S -1.2066 1.0672 -0.8086
O -2.4397 0.5603 -0.2506
C -0.7872 2.4709 0.2408
C -1.6704 3.5384 0.3903
C -1.3596 4.5352 1.3176
C -0.2134 4.4321 2.1134
C 0.6364 3.3305 1.9920
C 0.3439 2.3690 1.0266
S 1.2963 0.8414 0.9299
O 1.1350 0.2370 2.2333
O 2.5961 1.1251 0.3624
C 0.2347 -0.0535 -0.3450
F 0.9860 -0.2956 -1.4574
O -0.2865 -1.2240 0.2540
C 0.0356 -2.4428 -0.3686
C -0.8152 -2.9199 -1.3722
Cl -2.2850 -2.0923 -1.7294
C -0.4610 -4.0589 -2.0673
Cl -1.4155 -4.6831 -3.3202
C 0.7826 -4.7931 -1.7516
O 1.1105 -5.8174 -2.3576
C 1.5937 -4.2429 -0.6448
Cl 3.0139 -5.0798 -0.2534
C 1.2061 -3.1005 0.0266
Cl 2.1456 -2.4878 1.3362
H -2.5821 3.5544 -0.2030
H -2.0320 5.3853 1.4214
H 0.0228 5.2005 2.8479
H 1.5036 3.1865 2.6337
*
```

Here are the Mulliken charges for atoms 1 to 2, given in e:
1. O -0.636
2. S 1.196

No. 5
The following is a DFT calculation (wB97M-V/def2-TZVPD) of C13H4Cl5NO8RuS4SbSe as an isolated structure in a non-equilibrium geometry.

Summary:
- Kohn-Sham gap (spin up / spin down): 7.06 / 5.58 eV
- HOMO (spin up / spin down): -3.13 / -3.11 eV
- ⟨S²⟩: 8.792
- Energy relative to the best compared isomer or geometry (same formula, charge and spin): 1.704 eV
- DFT total energy: -7784.743283 hartree

```
! RIJCOSX wB97M-V def2-TZVPD def2/J DEFGRID3
* xyz -2 6
Ru 0.6939 0.9193 -0.1970
S 4.9032 0.0268 3.1940
Sb 3.6132 1.3683 1.6614
S 2.0392 -0.4320 0.9830
S 2.6951 2.3485 3.5636
Cl -2.5985 1.0455 -6.4360
C -1.7763 0.5743 -5.0085
C -1.6425 1.4679 -3.9518
Cl -2.3092 3.0402 -4.0679
C -0.9479 1.1030 -2.8133
Cl -0.6694 2.2488 -1.5731
C -0.3745 -0.1878 -2.6529
O 0.2722 -0.5496 -1.6178
C -0.5216 -1.0660 -3.7632
Cl 0.1989 -2.6058 -3.6384
C -1.1948 -0.6877 -4.9091
Cl -1.3006 -1.7613 -6.2404
O 1.7425 2.6248 0.4793
Se 2.5846 2.8681 -0.9602
O 4.0465 3.3509 -0.5577
O 2.6108 1.3979 -1.6406
O 1.8517 3.9213 -1.8754
O -3.6281 -1.1044 1.1485
S -2.2391 -1.1950 0.7571
O -1.9883 -1.9924 -0.4097
N -1.6017 0.3019 0.6252
C -0.8776 0.6023 1.7022
O -0.3558 1.7124 1.8813
C -0.6973 -0.5287 2.6625
C 0.1073 -0.5372 3.7922
C 0.2892 -1.7468 4.4489
C -0.3201 -2.9058 3.9865
C -1.1265 -2.8888 2.8514
C -1.3025 -1.6862 2.2099
H 0.6085 0.3698 4.1047
H 0.9427 -1.7891 5.3096
H -0.1451 -3.8435 4.4950
H -1.5817 -3.7835 2.4549
*
```

Here are the Mulliken charges for atoms 1 to 2, given in e:
1. Ru 1.239
2. S -0.514